[1]
Below is a 2-piece molecular cluster, C21H25NO2 overall at a distorted geometry, with properties calculated with ωB97M-V with the def2-TZVPD basis set.

Last column: Mulliken charge in e.
Cartesian coordinates (Å):
1 C -0.25303 0.90240 -1.36275  -1.36
2 C 0.94913 1.76141 -1.48551  0.18
3 C 2.28669 1.39491 -1.39829  0.92
4 C 3.29244 2.43162 -1.37486  1.09
5 C 2.92336 3.87636 -1.33180  -1.96
6 C 4.62893 2.09658 -1.34571  -0.85
7 C 5.05979 0.77448 -1.33222  0.62
8 C 6.51329 0.43783 -1.32531  -1.47
9 C 4.09942 -0.23168 -1.32169  -0.89
10 C 2.74615 0.02891 -1.34207  1.24
11 C 1.83260 -1.14596 -1.32450  -1.71
12 H -1.16686 1.49911 -1.29736  0.40
13 H -0.37265 0.23776 -2.22100  0.41
14 H -0.22080 0.30117 -0.45270  0.03
15 H 0.75741 2.80513 -1.66540  0.34
16 H 3.81151 4.50764 -1.29079  0.36
17 H 2.35778 4.17323 -2.21535  0.40
18 H 2.32767 4.10142 -0.44640  0.43
19 H 5.36677 2.87998 -1.31989  0.40
20 H 6.66581 -0.64342 -1.32827  0.35
21 H 7.01499 0.84448 -2.20564  0.36
22 H 7.00694 0.84005 -0.43872  0.35
23 H 4.43083 -1.25549 -1.30089  0.32
24 H 2.40465 -2.07508 -1.33132  0.36
25 H 1.22021 -1.15676 -0.42274  0.32
26 H 1.18760 -1.16288 -2.20313  0.31
27 C -5.15601 -2.02744 -1.31578  -0.39
28 C -4.82205 -0.73652 -0.96392  -0.68
29 C -4.36768 -0.46129 0.30870  -0.22
30 C -4.24745 -1.47246 1.24889  0.37
31 C -3.72197 -1.17087 2.61775  -1.31
32 C -2.19227 -1.28463 2.70377  0.33
33 C -1.65132 -0.92299 4.10485  -0.45
34 O -0.79379 0.17783 3.91118  -0.39
35 C -0.77120 0.43771 2.55605  0.37
36 O -0.11095 1.33112 2.04392  -0.73
37 N -1.56304 -0.39524 1.83329  -0.36
38 C -4.58389 -2.76724 0.88444  -0.32
39 C -5.03726 -3.04196 -0.38949  -0.55
40 H -5.49935 -2.24499 -2.31509  0.38
41 H -4.90626 0.05609 -1.68888  0.39
42 H -4.08852 0.54287 0.58200  0.31
43 H -4.00800 -0.15181 2.89825  0.37
44 H -4.18481 -1.83507 3.35423  0.43
45 H -1.87059 -2.29918 2.40784  0.21
46 H -2.45249 -0.61143 4.78858  0.28
47 H -1.07130 -1.73077 4.57498  0.25
48 H -4.48344 -3.56153 1.60551  0.38
49 H -5.28700 -4.05337 -0.66673  0.38

LUMO energy (Eh): -0.105
Energy (Ha): -1020.34380
Energy relative to the best compared isomer or geometry (same formula, charge and spin) (eV): 3.892


[2]
Below is one molecule with the formula C21H25NO6 at a distorted geometry, with properties calculated with ωB97M-V with the def2-TZVPD basis set.

Last column: Mulliken charge in e.
Cartesian coordinates (Å):
1 C -6.30736 -1.86735 -1.25472  0.25
2 C -5.65125 -1.07920 -1.87138  -0.45
3 C -4.82903 -0.10792 -2.56852  -0.94
4 N -3.60917 0.17358 -1.84456  -0.12
5 C -2.38814 -0.03352 -2.37707  -0.05
6 O -2.20234 -0.40670 -3.52063  -0.70
7 C -1.26544 0.25736 -1.43783  0.88
8 C -0.00042 0.02260 -1.78387  -1.14
9 C 1.15977 0.32928 -0.89283  0.66
10 C 1.83865 -0.91489 -0.35610  -0.39
11 C 3.09060 -0.78978 0.23004  -0.44
12 C 3.76413 -1.87662 0.78074  -1.30
13 C 3.13476 -3.09487 0.71607  0.98
14 C 1.88016 -3.23058 0.12206  0.53
15 C 1.21313 -2.16146 -0.42167  -0.89
16 H 0.23943 -2.27844 -0.86440  0.51
17 O 1.48581 -4.54221 0.19262  -0.52
18 C 2.53504 -5.22821 0.83814  -0.31
19 O 3.55881 -4.31677 1.17446  -0.49
20 H 2.93848 -6.00365 0.16621  0.26
21 H 2.15414 -5.70821 1.75426  0.26
22 H 4.73508 -1.77156 1.23478  0.42
23 H 3.56400 0.18075 0.26162  0.53
24 H 1.90616 0.87533 -1.48140  0.78
25 C 0.69080 1.24809 0.25470  0.46
26 C 0.57153 2.70860 -0.18916  -1.30
27 C 1.92402 3.40742 -0.30902  -0.39
28 C 1.75031 4.88669 -0.64084  -0.69
29 O 1.11285 5.52267 0.44710  -0.52
30 H 0.98721 6.45342 0.23879  0.31
31 H 2.73547 5.34082 -0.82247  0.37
32 H 1.14737 4.99208 -1.55424  0.34
33 H 2.53363 2.94833 -1.08848  0.34
34 H 2.45705 3.33168 0.64011  0.37
35 H 0.04766 2.75480 -1.14625  0.22
36 H -0.02194 3.25995 0.54296  0.44
37 C -0.67089 0.74445 0.76891  -0.77
38 O -0.60185 -0.58104 1.23762  -0.17
39 C -0.24152 -0.75370 2.59181  -0.11
40 C -1.40334 -0.53085 3.55704  -1.29
41 H -1.08605 -0.76767 4.56874  0.43
42 H -2.23544 -1.17443 3.28440  0.29
43 H -1.74133 0.50256 3.53238  0.32
44 H 0.60112 -0.09910 2.85128  0.27
45 H 0.09897 -1.79066 2.64928  0.30
46 O -1.65359 0.78556 -0.22662  -0.55
47 H -1.04290 1.41596 1.55910  0.38
48 H 1.39903 1.18224 1.08608  0.74
49 H 0.19131 -0.40248 -2.75572  0.52
50 H -3.66768 0.44114 -0.87404  0.27
51 H -5.40492 0.81606 -2.71511  0.32
52 H -4.52871 -0.50171 -3.54604  0.36
53 H -6.89319 -2.56784 -0.73830  0.41

LUMO energy (Eh): 0.026
Energy (Ha): -1321.32459
Structure (SMILES): C#CCNC(=O)C1=C[C@H](c2ccc3c(c2)OCO3)[C@@H](CCCO)[C@H](OCC)O1
Energy relative to the best compared isomer or geometry (same formula, charge and spin) (eV): 5.198


Question: Which value of energy does entry 1 give?
Answer: -1020.34380 Ha